Formula: C26H38BBr2IN4O8S
Source: the Open Molecules 2025 dataset
Level of theory: the ωB97M-V functional and the def2-TZVPD basis

```
81
Properties=species:S:1:pos:R:3:lowdin_charge:R:1
C -2.715 3.245 -0.414 -0.023
H -4.407 -1.957 -0.935 0.129
H -1.831 2.697 -0.952 0.088
H -2.855 -3.878 -0.380 0.128
C 0.333 -2.932 0.582 -0.221
O 6.072 1.401 -1.629 -0.080
O -5.325 2.930 2.944 -0.106
C -3.245 4.677 -1.071 -0.099
O 2.019 -1.303 -2.527 -0.012
Br 1.536 5.764 -1.079 0.594
H -3.767 -0.804 1.505 0.089
C -0.773 -2.743 -0.662 -0.285
O -0.728 -3.153 -4.039 0.059
C 0.156 7.129 -1.271 -0.700
C -0.172 7.766 0.059 -0.691
C 5.054 1.929 -0.707 -0.447
H -2.991 -1.640 -2.231 0.124
C 4.453 -2.108 -0.348 -0.212
H 1.273 -4.712 1.866 0.130
C 1.169 -2.068 3.080 -0.634
C -4.675 3.442 1.693 -0.142
H -2.764 5.126 -2.055 0.081
H 7.433 2.802 -3.029 0.142
H 4.232 -1.282 -1.146 0.091
H 5.174 -2.893 -0.886 0.125
H -0.767 8.673 -0.083 0.055
H -6.094 5.401 1.634 0.102
C -0.721 -5.450 1.047 -0.205
C -3.135 -0.131 -0.436 -0.255
O 2.114 -2.893 3.533 -0.117
H -2.042 0.280 -0.362 0.096
H -0.467 -6.269 1.878 0.131
H -0.738 -1.447 1.947 0.100
C 1.713 -2.151 0.049 -0.107
H -2.047 -6.150 -0.334 0.093
H 3.929 -0.579 2.418 0.042
H -3.708 0.604 -1.182 0.132
H -2.784 -4.460 -3.716 0.130
H -1.640 -4.854 1.462 0.108
H 3.387 -3.286 1.288 0.120
C -3.434 2.607 0.947 -0.054
N 4.909 3.456 -0.672 -0.026
H 0.712 8.007 0.655 0.052
Br -1.290 6.594 1.147 0.617
C 1.274 -1.549 -1.448 -0.195
C 5.345 -1.413 0.839 -0.253
H 1.991 -1.125 0.593 0.119
N -3.784 0.059 0.918 -0.096
O -0.239 -3.718 -1.623 0.049
H 5.621 -2.205 1.655 0.115
C 6.587 2.691 -2.198 -0.040
H -3.393 1.184 2.775 0.124
H 6.367 -1.002 0.380 0.118
H 5.494 0.444 2.168 0.100
H 0.580 7.868 -1.957 0.057
C -3.278 -1.633 -1.074 -0.148
C 3.148 -2.956 0.166 -0.144
C -2.382 -2.788 -0.259 -0.073
H -4.590 3.078 3.639 0.122
C 4.633 -0.138 1.584 -0.483
O -2.294 -4.785 -2.883 0.060
H -4.938 6.477 -0.775 0.083
O -1.061 -6.257 -0.171 -0.129
C -3.012 1.180 1.644 -0.205
N -0.226 -1.421 -1.242 0.097
H -0.744 -1.027 -2.056 0.128
I 1.263 0.039 3.809 0.765
B -1.092 -3.914 -2.801 -0.514
H -2.574 -2.523 0.889 0.110
H -0.704 6.650 -1.747 0.032
C -5.208 4.857 1.050 -0.011
H -1.859 0.985 1.693 0.104
C -0.073 -2.429 2.083 -0.148
H -0.881 -3.724 -4.851 0.115
C -4.515 5.469 -0.327 -0.081
H -0.783 -3.185 2.675 0.143
C 0.650 -4.551 0.860 -0.102
N 5.847 3.891 -1.596 -0.045
H 1.301 -5.039 0.012 0.125
H 3.151 -3.979 -0.449 0.123
S 3.824 1.104 0.439 0.835
```

The calculation puts the total energy at -209597.00719 eV.